Here is C24H66Ag2N7O9 as an isolated structure at a distorted geometry from the Open Molecules 2025 dataset. Energies are from the ωB97M-V functional and the def2-TZVPD basis.

Summary:
relative energy (zero: lowest compared OMol25 entry of this formula, charge and spin): 0.00 kJ/mol
lowest unoccupied orbital energy (alpha / beta): -0.2577 / -0.4284 hartree
highest occupied orbital energy (alpha / beta): -15.758 / -15.757 eV

Structure (ORCA input):
```
! wB97M-V def2-TZVPD RIJCOSX def2/J DEFGRID3
* xyz 3 3
Ag -0.78176 19.97102 1.92526
Ag 2.43283 19.19148 -3.39313
N 1.88607 18.43353 0.16626
O 2.44045 17.36021 0.17009
O 1.22029 18.76370 1.16824
O 1.75035 19.10067 -0.86951
C 6.01492 16.69090 -2.97959
C 4.93310 17.68826 -2.71380
C 5.40473 18.96897 -2.11650
O 4.21893 19.75836 -1.91738
C 4.35187 21.06314 -1.32991
N 4.17996 17.86876 -3.98202
H 6.89964 17.13796 -3.43291
H 5.62360 15.79284 -3.45757
H 6.51339 16.46273 -2.03748
H 4.24314 17.18934 -2.03327
H 6.03386 19.51634 -2.81841
H 5.99987 18.82508 -1.21472
H 5.13111 21.08845 -0.56817
H 3.47399 21.37483 -0.76399
H 4.60761 21.89721 -1.98339
H 4.89466 18.22989 -4.59756
H 3.87981 16.98035 -4.35716
C -0.29076 21.58634 -5.12293
C -0.42627 21.22670 -3.59736
C -1.90399 21.08085 -3.04938
O -1.75737 21.52678 -1.72915
C -3.07933 21.45971 -0.96385
N 0.19954 19.89570 -3.43268
H -0.92394 22.45848 -5.28592
H -0.64783 20.76543 -5.74481
H 0.68480 21.99951 -5.37920
H 0.15607 22.01709 -3.12378
H -2.26272 20.05198 -3.07849
H -2.58039 21.61698 -3.71508
H -3.31636 20.44288 -0.65084
H -3.85182 22.08650 -1.40939
H -2.82345 21.87750 0.00984
H -0.29912 19.55528 -2.62302
H -0.29272 19.40625 -4.16632
C 0.73290 14.77987 -2.65238
C 1.93241 15.62478 -3.28542
C 2.07225 15.14022 -4.74371
O 3.32614 15.73814 -5.08676
C 4.12548 14.92456 -6.00050
N 1.36618 17.01263 -3.09917
H -0.20708 14.70780 -3.19949
H 0.43286 15.11672 -1.66011
H 0.99465 13.72177 -2.65553
H 2.90804 15.39030 -2.85968
H 1.44081 15.67459 -5.45352
H 2.06056 14.05084 -4.70881
H 4.69526 14.32080 -5.29416
H 4.75030 15.65317 -6.51707
H 3.51163 14.31378 -6.66250
H 0.63697 17.13501 -3.78719
H 0.84176 17.00603 -2.23602
C 1.08754 23.61611 0.12984
C 0.71139 22.65954 1.28198
C -0.09905 23.45048 2.31828
O -0.46878 22.64897 3.45621
C -1.36142 23.33714 4.30263
N 0.03179 21.53819 0.64065
H 0.21733 23.77564 -0.50686
H 1.77454 23.30758 -0.65816
H 1.47739 24.60735 0.36125
H 1.62933 22.23516 1.68866
H -0.94761 24.00975 1.92425
H 0.65747 24.09033 2.77254
H -1.08706 24.33941 4.63170
H -1.53965 22.74387 5.19951
H -2.34357 23.44542 3.84248
H 0.74541 21.03338 0.13465
H -0.50551 21.96204 -0.10215
C 1.89738 20.76351 5.41334
C 1.46605 19.76643 4.43396
C 1.32111 18.24143 4.86879
O 2.57421 17.49343 5.11704
C 3.45564 17.41990 3.98976
N 0.12481 20.13681 4.06501
H 1.42812 20.57064 6.37807
H 1.86088 21.81236 5.11895
H 2.90825 20.42151 5.63534
H 2.17891 19.84654 3.61329
H 0.70048 17.59627 4.24695
H 0.81925 18.18102 5.83450
H 4.16710 18.24550 3.97187
H 3.00562 17.46988 2.99825
H 3.84012 16.40028 4.01523
H 0.03530 21.08873 4.39047
H -0.30097 19.75730 4.89855
C 4.41927 14.07450 0.32043
C 2.87946 14.04456 0.59088
C 2.21562 12.59438 0.74931
O 2.60164 11.75644 -0.32008
C 2.52367 10.42416 0.04561
N 2.57690 14.98530 1.68455
H 4.58027 14.04165 -0.75712
H 4.85752 13.13347 0.65283
H 5.07267 14.90030 0.60191
H 2.49205 14.43463 -0.35032
H 1.13351 12.57231 0.87834
H 2.57618 12.16078 1.68210
H 3.06307 10.08898 0.93149
H 2.96104 9.86950 -0.78454
H 1.49067 10.09062 0.14449
H 3.25894 14.82297 2.41158
H 2.68274 15.87914 1.22637
*
```

Here is C24H66BBeF4N2O16 as an isolated structure at a distorted geometry from the Open Molecules 2025 dataset. Energies are from the ωB97M-V functional and the def2-TZVPD basis.

Summary:
lowest unoccupied orbital energy: -0.1664 hartree
highest occupied orbital energy: -10.955 eV

Structure (ORCA input):
```
! wB97M-V def2-TZVPD RIJCOSX def2/J DEFGRID3
* xyz 1 1
Be 2.71940 0.98089 0.97270
B 0.05236 0.14562 1.40635
F -0.21706 -1.20649 1.20683
F 0.48615 0.57345 0.13340
F -1.08394 0.92114 1.65931
F 0.98655 0.33671 2.39555
C 3.40506 0.94593 -2.75550
O 2.98375 1.69058 -1.62881
C 2.79654 3.08683 -1.91229
C 1.76624 3.52729 -0.89163
N 2.32269 3.23764 0.40722
C 1.45306 3.88370 1.39357
C 2.17494 3.65390 2.68508
O 2.42373 2.25532 2.91939
C 3.07524 1.94132 4.15157
H 3.95634 0.09894 -2.33408
H 4.01965 1.40361 -3.52787
H 2.60829 0.34023 -3.19756
H 2.37870 3.36569 -2.88257
H 3.70038 3.70293 -1.85894
H 0.89306 2.95809 -1.22411
H 1.37852 4.52697 -1.10670
H 3.15475 3.82089 0.33608
H 0.45402 3.44846 1.34866
H 1.31281 4.95286 1.22716
H 1.70407 3.95017 3.62685
H 3.03106 4.33628 2.75788
H 2.39002 1.63422 4.94472
H 3.80425 2.70919 4.39844
H 3.47552 0.94642 3.94946
C 2.44928 -2.57283 -3.50972
O 2.18697 -2.47580 -2.12139
C 0.81194 -2.56313 -1.71464
C -0.08765 -1.40060 -2.19100
N -0.53659 -1.50824 -3.61559
C -1.02163 -0.19006 -4.10316
C -1.91044 -0.34833 -5.31981
O -1.24410 -1.04440 -6.36370
C -1.88091 -0.83149 -7.61398
H 3.41304 -3.01627 -3.76119
H 2.31198 -1.69447 -4.14299
H 1.77720 -3.34394 -3.89976
H 0.69188 -2.67818 -0.63814
H 0.31823 -3.46766 -2.07882
H 0.55434 -0.51637 -2.08338
H -0.90458 -1.23092 -1.49257
H 0.26524 -1.70145 -4.19778
H -0.06350 0.27721 -4.34689
H -1.62034 0.33659 -3.36124
H -2.20982 0.64579 -5.66487
H -2.79091 -0.97289 -5.14014
H -1.75430 0.16525 -8.04231
H -2.94691 -1.04346 -7.49793
H -1.43813 -1.54902 -8.30306
C -0.83274 2.53173 4.69693
C -0.65351 4.05126 4.87288
O 0.24941 4.29478 5.96549
O -1.75850 2.16128 5.68485
H 0.12265 2.00513 4.72949
H -1.29993 2.40644 3.71959
H -1.55623 4.59209 5.16035
H -0.22185 4.57175 4.01188
H 0.43602 5.23678 5.98807
H -1.34833 2.30233 6.54448
C -2.84771 -2.82482 -0.55084
C -3.68628 -2.44941 -1.80520
O -4.38419 -3.60222 -2.28033
O -1.89597 -3.83910 -0.94660
H -3.50846 -3.21384 0.22462
H -2.33750 -1.99703 -0.06089
H -2.98244 -1.91720 -2.45022
H -4.49829 -1.75836 -1.57068
H -4.38151 -3.57416 -3.24162
H -2.11731 -4.08110 -1.85181
C -4.17627 -0.08954 2.33499
C -3.35092 -1.07500 3.28166
O -3.29253 -2.39532 2.70762
O -3.82056 -0.10769 0.96459
H -4.00671 0.92419 2.70679
H -5.24355 -0.29392 2.39953
H -3.85271 -1.24466 4.23570
H -2.31387 -0.76478 3.42473
H -2.66606 -2.91892 3.21226
H -2.87357 -0.25614 0.87858
C 0.56769 -4.34589 2.65986
C 0.95211 -5.08469 1.42802
O 2.38495 -5.17527 1.24487
O 1.11507 -2.96818 2.58620
H 1.22037 -4.60721 3.49465
H -0.46865 -4.48618 2.96259
H 0.42545 -4.72916 0.53795
H 0.58136 -6.11410 1.43272
H 2.61738 -6.09432 1.09820
H 0.38503 -2.41764 2.25318
C 4.29906 -1.43370 2.15007
C 4.00270 -2.11776 0.82437
O 3.31323 -1.21730 -0.06187
O 3.29299 -0.54409 2.61889
H 5.25339 -0.91949 2.02237
H 4.36304 -2.21925 2.90376
H 3.33056 -2.97049 0.93518
H 4.93917 -2.55430 0.47222
H 2.88053 -1.78327 -0.73274
H 2.78660 -1.09667 3.22746
C -2.90843 2.43404 -1.34703
C -3.88031 3.38440 -2.11276
O -3.27418 4.63578 -2.14959
O -2.14963 3.14596 -0.34692
H -2.22498 1.95004 -2.05101
H -3.27969 1.63518 -0.69975
H -4.80027 3.48233 -1.52782
H -4.09885 2.89919 -3.06281
H -2.80300 4.72105 -1.31251
H -1.69969 2.47234 0.16930
*
```

Here is a 8-piece molecular cluster, C24H66ClN4O15 overall at a distorted geometry from the Open Molecules 2025 dataset. Energies are from the ωB97M-V functional and the def2-TZVPD basis.

Summary:
relative energy (zero: lowest compared OMol25 entry of this formula, charge and spin): 148.88 kJ/mol
lowest unoccupied orbital energy: 0.0865 hartree
highest occupied orbital energy: -6.123 eV

Structure (ORCA input):
```
! wB97M-V def2-TZVPD RIJCOSX def2/J DEFGRID3
* xyz -1 1
Cl 0.28407 0.66897 0.32742
O 1.39605 -0.30912 0.25998
O -0.38310 0.62508 1.59113
O 0.72312 2.02299 0.06454
O -0.60791 0.19214 -0.67567
C 6.14353 0.18362 -2.22089
O 5.38905 -1.03412 -2.28844
C 4.24379 -1.09998 -1.44184
C 3.59291 -2.48092 -1.57530
N 2.95957 -2.64194 -2.82109
C 1.64393 -1.97044 -2.94682
C 0.87115 -2.27725 -4.27684
O 1.67902 -1.94401 -5.41839
C 1.45788 -2.73412 -6.51733
H 7.02240 -0.03940 -2.82581
H 6.37082 0.47381 -1.19511
H 5.65248 1.03909 -2.68473
H 3.53390 -0.27625 -1.51686
H 4.68744 -1.04952 -0.44749
H 2.86754 -2.56141 -0.76570
H 4.44568 -3.15530 -1.49731
H 3.56325 -2.32273 -3.56525
H 1.72012 -0.89013 -2.82346
H 1.05428 -2.38181 -2.12755
H -0.10659 -1.79559 -4.28812
H 0.62052 -3.33559 -4.20472
H 1.90063 -2.23127 -7.37711
H 0.41782 -2.80319 -6.83610
H 1.90228 -3.71827 -6.36883
C 3.57106 4.16253 0.44508
C 4.23097 2.90776 -0.15962
O 5.56214 2.66462 0.25545
O 4.40317 5.32748 0.51394
H 3.32204 3.89824 1.47282
H 2.63241 4.41631 -0.04749
H 4.13579 3.05708 -1.23514
H 3.62792 2.00067 -0.11919
H 5.42784 2.54846 1.19888
H 5.17644 5.09209 1.03187
C -1.50760 4.96191 -0.15693
C -0.09939 5.46240 -0.41652
O -0.02535 6.86689 -0.58432
O -2.41224 5.14173 -1.27241
H -1.93683 5.57883 0.63254
H -1.36347 4.00704 0.34860
H 0.35424 5.03643 -1.31144
H 0.53725 5.25654 0.44395
H 0.88087 7.11224 -0.38392
H -2.45850 6.07759 -1.48126
C 2.46276 1.37103 -4.30691
C 1.01139 1.42842 -3.97881
O 0.62024 2.83008 -3.83965
O 2.75495 2.06229 -5.43031
H 2.96160 0.40243 -4.27437
H 3.02947 1.94933 -3.57717
H 0.84019 0.81815 -3.09204
H 0.47579 0.92395 -4.78302
H -0.31183 2.75246 -3.62326
H 2.03847 2.65586 -5.66678
C -3.67268 -4.98334 4.88934
C -3.31138 -4.97092 3.35371
C -3.11399 -3.56448 2.81080
O -2.96034 -3.52196 1.41851
C -2.48165 -2.22065 0.95388
N -2.14597 -5.82241 3.18168
H -3.67186 -5.97771 5.33581
H -4.70072 -4.64743 5.02495
H -2.91195 -4.40007 5.40816
H -4.05113 -5.54646 2.79728
H -2.33472 -3.06016 3.38220
H -4.09342 -3.15874 3.06416
H -1.43171 -2.09556 1.21860
H -3.10269 -1.46296 1.43172
H -2.55420 -2.11689 -0.12874
H -1.42118 -5.52242 3.81792
H -1.70514 -5.75511 2.27546
C -4.26040 2.64191 -3.55188
C -3.13377 1.77114 -2.87869
C -2.91016 0.46213 -3.70444
O -4.02139 -0.41868 -3.59156
C -3.67022 -1.75532 -3.75627
N -1.88683 2.50738 -2.85916
H -4.02991 2.86042 -4.59458
H -4.40333 3.53440 -2.94267
H -5.20142 2.09535 -3.61389
H -3.46640 1.64756 -1.84807
H -1.95700 -0.02512 -3.49908
H -2.88193 0.81152 -4.73654
H -4.41840 -2.32933 -3.20959
H -2.70845 -1.90889 -3.26688
H -3.54375 -1.99051 -4.81305
H -1.27751 2.01024 -2.22537
H -2.09662 3.39921 -2.43404
C -0.08224 -1.00214 8.95993
C -1.55271 -0.86827 8.45292
C -1.70332 -1.24828 6.94129
O -0.88442 -0.43852 6.20347
C -0.77339 -0.60755 4.79969
N -2.49231 -1.53456 9.28844
H 0.58348 -0.23996 8.55495
H 0.34437 -1.97610 8.72016
H -0.15448 -0.87697 10.04031
H -1.69377 0.20816 8.55041
H -2.73639 -0.97917 6.72118
H -1.48196 -2.31472 6.89888
H -1.70052 -0.37206 4.27711
H -0.39529 -1.60717 4.58546
H -0.01296 0.09778 4.46452
H -2.22820 -2.49293 9.46693
H -2.49091 -1.15775 10.22552
*
```

Here is a 6-piece molecular cluster, C24H66N6O6 overall at a distorted geometry from the Open Molecules 2025 dataset. Energies are from the ωB97M-V functional and the def2-TZVPD basis.

Summary:
relative energy (zero: lowest compared OMol25 entry of this formula, charge and spin): 96.85 kJ/mol
lowest unoccupied orbital energy: 0.0217 hartree
structure (SMILES): COC[C@H](C)N.COC[C@H](C)N.COC[C@H](C)N.COC[C@H](C)N.COC[C@H](C)N.COC[C@H](C)N
highest occupied orbital energy: -8.924 eV

Structure (ORCA input):
```
! wB97M-V def2-TZVPD RIJCOSX def2/J DEFGRID3
* xyz 0 1
C 8.46165 2.03636 5.68927
C 7.05493 2.58660 5.85774
C 6.09882 1.89590 4.92423
O 6.32449 2.28861 3.60248
C 5.50893 1.60837 2.67632
N 6.61022 2.29481 7.23681
H 8.65257 1.16084 6.30790
H 9.22515 2.76626 5.98286
H 8.68027 1.81333 4.64358
H 7.04572 3.66430 5.66173
H 5.04417 2.02664 5.23475
H 6.20725 0.79800 5.02325
H 6.00889 0.68727 2.36234
H 5.34534 2.25175 1.81201
H 4.51964 1.40900 3.10492
H 5.63462 2.54975 7.35050
H 7.12362 2.88496 7.88185
C 1.03638 -3.01143 -4.91267
C 0.51661 -2.12427 -3.78840
C -0.31488 -0.98833 -4.37657
O 0.43236 -0.22492 -5.27429
C -0.35926 0.63740 -6.05726
N -0.31416 -2.94568 -2.89629
H 1.77896 -2.51358 -5.54006
H 0.24155 -3.26937 -5.62683
H 1.48027 -3.94015 -4.55623
H 1.40514 -1.81578 -3.23413
H -0.67143 -0.34842 -3.55346
H -1.20873 -1.46132 -4.81218
H -0.85672 1.38790 -5.42579
H -1.16529 0.09255 -6.56779
H 0.27944 1.11964 -6.79035
H -1.13995 -3.23901 -3.40592
H -0.58893 -2.42928 -2.06864
C 1.07545 0.01122 2.16174
C 0.83419 0.22819 0.68678
C 0.98754 1.70122 0.32919
O 0.77406 1.97290 -1.04741
C -0.55000 1.68892 -1.45280
N 1.84500 -0.56621 -0.07619
H 2.06385 0.39325 2.44105
H 0.89043 -1.03388 2.40929
H 0.44252 0.60208 2.83390
H -0.11033 -0.20818 0.36110
H 2.03223 1.97272 0.50441
H 0.37554 2.33471 0.98834
H -0.72364 2.13079 -2.43562
H -1.31165 2.12381 -0.79751
H -0.65134 0.60390 -1.53284
H 2.73652 -0.46115 0.40012
H 1.95966 -0.12142 -0.98329
C -3.03378 4.49817 -3.33050
C -4.21171 3.52167 -3.33768
C -4.47544 2.97500 -4.71955
O -3.27686 2.49392 -5.30126
C -3.38283 2.32961 -6.68881
N -3.94704 2.49095 -2.30191
H -2.70472 4.81077 -2.34738
H -3.38059 5.40229 -3.85829
H -2.24659 4.16922 -4.00890
H -5.07177 4.09341 -2.98078
H -4.90989 3.77308 -5.34043
H -5.20916 2.15751 -4.68126
H -4.15144 1.60135 -6.96880
H -2.42568 1.92351 -7.02818
H -3.52221 3.28483 -7.20559
H -3.11402 1.99989 -2.63728
H -4.63435 1.74433 -2.40857
C -4.30687 0.71491 0.47144
C -3.07172 -0.14712 0.62899
C -2.54104 -0.20989 2.05744
O -3.61185 -0.33395 2.97783
C -3.13931 -0.42434 4.30217
N -3.29359 -1.46673 0.01917
H -4.24821 1.73746 0.83510
H -5.13533 0.25996 1.03490
H -4.66183 0.64436 -0.55130
H -2.32600 0.36260 0.01386
H -2.02679 0.75546 2.21079
H -1.84795 -1.04262 2.23349
H -2.64232 -1.38229 4.48569
H -4.02052 -0.33714 4.93730
H -2.46626 0.41133 4.52458
H -2.36870 -1.90081 0.05536
H -3.88481 -2.01060 0.64374
C -1.88616 -5.32834 0.69053
C -1.26109 -4.08716 1.28852
C -0.18254 -4.44707 2.29509
O 0.05133 -3.32241 3.09896
C 0.97225 -3.55222 4.14561
N -0.71807 -3.25940 0.19182
H -1.14669 -5.95025 0.17824
H -2.64719 -5.10860 -0.06070
H -2.39970 -5.90551 1.46347
H -2.03789 -3.51882 1.80756
H 0.73773 -4.66638 1.71949
H -0.38166 -5.39691 2.81427
H 0.50452 -4.17718 4.91514
H 1.24079 -2.58489 4.55807
H 1.84974 -4.08700 3.76509
H 0.02530 -2.69088 0.60237
H -0.19720 -3.83862 -0.46480
*
```